Density functional theory data (wB97M-V/def2-TZVPD) for 2 unconnected molecules or ions with the total composition C2H3O2P at a distorted geometry.

Calculated values
DFT total energy in eV: -15501.4036
HOMO level in eV: -9.3
Energy relative to the best compared isomer or geometry (same formula, charge and spin) in eV: 4.5390
Orbital gap in eV: 8.11
SMILES string: C#P=O.C=O
Total charge: 0

Last column: natural (NBO) charge in e.
Positions of all 8 atoms, in Å:
P (-1.0262, -0.8897, 0.5014)  1.610
O (-1.5010, 0.4349, 0.8904)  -1.008
O (1.0571, 0.1510, 0.1051)  -0.560
C (-1.3154, -2.0604, -0.5378)  -0.884
C (1.1594, 1.3691, -0.0671)  0.336
H (1.2067, 2.2797, 0.7124)  0.132
H (1.3440, 1.8426, -1.0687)  0.121
H (-0.9245, -3.1271, -0.5357)  0.252

Cartesian forces (eV/Å) of the 2 atoms listed first:
-0.766 -1.295 -1.026
-0.218 0.658 0.370